{"formula": "C24H35Br2IO22PS", "method": "ωB97M-V/def2-TZVPD", "species": ["C", "C", "Br", "C", "Br", "S", "P", "O", "I", "H", "H", "H", "H", "H", "H", "H", "C", "C", "O", "C", "O", "O", "H", "H", "H", "H", "C", "C", "O", "C", "O", "O", "H", "H", "H", "H", "C", "C", "O", "C", "O", "O", "H", "H", "H", "H", "C", "C", "O", "C", "O", "O", "H", "H", "H", "H", "C", "C", "O", "C", "O", "O", "H", "H", "H", "H", "C", "C", "O", "C", "O", "O", "H", "H", "H", "H", "C", "C", "O", "C", "O", "O", "H", "H", "H", "H"], "positions_angstrom": [[1.985, -3.948, 0.022], [1.158, -2.988, 0.854], [0.110, -3.914, 2.193], [0.273, -2.027, 0.095], [1.352, -0.666, -0.734], [-0.665, -2.786, -1.275], [-2.698, -3.469, -0.765], [-2.689, -3.087, 0.784], [-2.554, -5.892, -0.783], [2.918, -3.475, -0.271], [1.460, -4.346, -0.840], [2.247, -4.803, 0.634], [1.839, -2.357, 1.414], [-0.421, -1.508, 0.746], [-0.994, -1.679, -1.951], [-3.568, -3.325, 1.143], [1.904, 3.969, -0.036], [0.735, 3.195, -0.608], [-0.114, 4.238, -1.110], [0.659, 5.336, -1.341], [0.277, 6.314, -1.896], [1.896, 5.159, -0.848], [2.852, 3.457, -0.121], [1.748, 4.251, 1.004], [1.031, 2.555, -1.445], [0.209, 2.600, 0.130], [-0.984, -9.667, 0.064], [0.339, -10.342, -0.252], [1.210, -9.215, -0.429], [0.697, -8.168, 0.241], [1.260, -7.135, 0.425], [-0.557, -8.435, 0.670], [-1.607, -10.229, 0.753], [-1.558, -9.436, -0.836], [0.709, -10.945, 0.577], [0.316, -10.946, -1.154], [-3.938, 1.590, -1.582], [-3.388, 0.284, -2.120], [-2.114, 0.190, -1.448], [-2.187, 0.938, -0.306], [-1.352, 0.939, 0.545], [-3.309, 1.658, -0.286], [-5.018, 1.595, -1.478], [-3.633, 2.456, -2.166], [-3.997, -0.576, -1.834], [-3.248, 0.285, -3.197], [-3.274, 6.630, 0.568], [-2.978, 6.013, -0.786], [-3.819, 4.844, -0.772], [-4.824, 5.055, 0.103], [-5.766, 4.333, 0.221], [-4.614, 6.172, 0.822], [-3.231, 7.714, 0.572], [-2.622, 6.244, 1.353], [-3.285, 6.652, -1.613], [-1.936, 5.747, -0.910], [6.836, 3.975, 0.590], [7.313, 3.217, 1.817], [6.084, 2.981, 2.520], [5.070, 3.026, 1.638], [3.943, 2.718, 1.876], [5.497, 3.476, 0.437], [7.418, 3.773, -0.303], [6.789, 5.052, 0.754], [7.761, 2.255, 1.566], [7.999, 3.782, 2.439], [-4.661, 2.107, 3.618], [-5.948, 2.721, 3.095], [-6.677, 2.959, 4.305], [-5.796, 3.060, 5.329], [-6.063, 3.415, 6.427], [-4.552, 2.690, 4.917], [-3.789, 2.353, 3.017], [-4.728, 1.022, 3.727], [-5.783, 3.668, 2.586], [-6.509, 2.062, 2.440], [5.264, -2.491, -2.504], [3.860, -2.258, -3.035], [4.068, -2.230, -4.445], [5.212, -2.914, -4.728], [5.568, -3.214, -5.815], [5.877, -3.203, -3.579], [5.297, -3.083, -1.593], [5.807, -1.558, -2.343], [3.184, -3.083, -2.796], [3.418, -1.327, -2.696]], "fmax_ev_per_a": 1.26, "e_lumo_ha": -0.161, "total_charge": 1, "orbital_gap_ha": 0.2865, "e_homo_ev": -12.18}



{"formula": "C24H35FN3OsSSbSe4Te", "method": "ωB97M-V/def2-TZVPD", "species": ["Os", "C", "C", "C", "C", "C", "C", "C", "C", "C", "C", "C", "C", "N", "C", "C", "C", "C", "C", "C", "F", "H", "H", "H", "H", "H", "H", "H", "H", "H", "H", "H", "H", "H", "H", "H", "H", "H", "H", "H", "H", "H", "Se", "Sb", "Se", "Se", "Se", "C", "Te", "C", "H", "H", "H", "H", "H", "H", "S", "C", "N", "C", "C", "C", "N", "H", "H", "H", "H", "H", "H", "H", "H"], "positions_angstrom": [[1.064, 0.198, -1.741], [0.338, -3.471, 1.774], [1.128, -2.165, 1.895], [2.103, -2.254, 3.077], [0.214, -0.962, 2.046], [-0.805, -1.044, 2.990], [-1.679, 0.007, 3.196], [-1.510, 1.176, 2.478], [-0.482, 1.321, 1.544], [-0.354, 2.649, 0.830], [-1.447, 2.778, -0.230], [-0.428, 3.849, 1.790], [0.367, 0.230, 1.294], [1.416, 0.272, 0.271], [2.686, 0.549, 0.840], [2.787, 1.159, 2.101], [4.010, 1.490, 2.663], [5.193, 1.215, 2.002], [5.143, 0.589, 0.765], [3.917, 0.274, 0.224], [3.936, -0.338, -0.945], [1.005, -4.298, 1.528], [-0.423, -3.398, 0.999], [-0.166, -3.720, 2.713], [1.716, -2.044, 0.992], [1.552, -2.343, 4.020], [2.734, -1.366, 3.136], [2.753, -3.129, 2.976], [-0.917, -1.953, 3.573], [-2.470, -0.075, 3.934], [-2.183, 2.013, 2.648], [0.618, 2.687, 0.351], [-2.437, 2.763, 0.248], [-1.406, 1.967, -0.938], [-1.343, 3.707, -0.787], [-1.438, 3.988, 2.187], [-0.160, 4.760, 1.248], [0.260, 3.734, 2.632], [1.869, 1.393, 2.622], [4.035, 1.978, 3.630], [6.148, 1.499, 2.429], [6.041, 0.330, 0.218], [1.084, 2.934, -6.552], [-0.051, 2.093, -4.645], [0.655, -0.247, -4.004], [1.686, 2.274, -2.423], [-2.140, 3.141, -4.118], [2.004, -3.722, -1.425], [1.905, -2.264, -2.990], [0.432, -3.458, -3.931], [1.009, -3.923, -1.028], [2.678, -3.399, -0.629], [2.390, -4.635, -1.893], [0.806, -4.485, -3.839], [0.320, -3.185, -4.969], [-0.508, -3.366, -3.400], [-0.974, -1.327, -1.232], [-2.434, -0.421, -1.446], [-2.813, 0.027, -2.622], [-4.129, 0.627, -2.854], [-4.521, 1.430, -1.624], [-4.468, 0.538, -0.400], [-3.216, -0.232, -0.387], [-2.159, -0.041, -3.381], [-4.858, -0.165, -3.044], [-4.047, 1.275, -3.716], [-5.533, 1.821, -1.742], [-3.833, 2.273, -1.538], [-5.314, -0.150, -0.403], [-4.512, 1.121, 0.519], [-2.844, -0.549, 0.493]], "fmax_ev_per_a": 4.79, "e_lumo_ha": [-0.068, -0.070], "orbital_gap_ha": [0.1991, 0.1979], "e_homo_ev": [-7.26, -7.29]}



{"formula": "C24H35IrN2O2P2S4", "method": "ωB97M-V/def2-TZVPD", "species": ["Ir", "O", "C", "S", "C", "C", "S", "S", "S", "C", "P", "C", "N", "C", "C", "C", "C", "C", "C", "N", "C", "P", "C", "C", "C", "C", "C", "C", "C", "C", "C", "H", "H", "H", "H", "H", "H", "H", "H", "H", "H", "H", "H", "H", "H", "H", "H", "H", "H", "H", "H", "H", "H", "H", "H", "H", "H", "H", "H", "C", "C", "C", "O", "H", "H", "H", "H", "H", "H", "H"], "positions_angstrom": [[-0.653, 0.393, -1.313], [-2.451, 6.983, -1.252], [-2.025, 5.855, -1.211], [-2.969, 4.531, -0.144], [-2.053, 3.258, -0.807], [-1.431, 3.440, -2.060], [-0.562, 2.180, -2.853], [-1.623, 4.929, -2.871], [-2.021, 1.754, 0.053], [2.710, 0.685, -1.641], [1.443, 0.991, -0.367], [1.835, -0.325, 0.878], [2.892, -0.206, 1.634], [3.180, -1.214, 2.495], [4.306, -1.104, 3.346], [4.602, -2.125, 4.199], [3.799, -3.293, 4.240], [2.712, -3.422, 3.429], [2.382, -2.371, 2.539], [1.301, -2.495, 1.728], [1.012, -1.495, 0.939], [-0.408, -1.645, -0.220], [0.213, -2.937, -1.342], [-1.828, -2.432, 0.682], [-1.474, -3.712, 1.445], [-2.881, -2.785, -0.378], [-2.399, -1.397, 1.653], [1.924, 2.611, 0.418], [3.426, 2.694, 0.735], [1.123, 2.784, 1.712], [1.616, 3.759, -0.554], [3.712, 0.689, -1.213], [2.623, 1.466, -2.397], [2.520, -0.275, -2.119], [4.902, -0.203, 3.291], [5.459, -2.054, 4.856], [4.062, -4.086, 4.928], [2.081, -4.300, 3.436], [0.470, -3.843, -0.792], [1.097, -2.566, -1.861], [-0.551, -3.156, -2.088], [-1.103, -4.492, 0.778], [-2.395, -4.084, 1.902], [-0.739, -3.550, 2.228], [-2.578, -3.656, -0.963], [-3.075, -1.960, -1.058], [-3.810, -3.042, 0.137], [-1.662, -1.085, 2.398], [-3.242, -1.843, 2.187], [-2.764, -0.512, 1.135], [3.760, 1.939, 1.437], [3.597, 3.681, 1.172], [4.033, 2.639, -0.170], [1.382, 2.018, 2.447], [0.047, 2.755, 1.542], [1.371, 3.756, 2.143], [2.344, 3.798, -1.366], [1.685, 4.696, 0.003], [0.625, 3.713, -0.987], [-4.439, -0.080, -2.310], [-3.140, 0.264, -3.024], [-3.151, -0.158, -4.482], [-2.073, -0.424, -2.378], [-5.265, 0.462, -2.775], [-4.395, 0.205, -1.259], [-4.651, -1.148, -2.384], [-2.980, 1.342, -2.966], [-3.291, -1.238, -4.561], [-2.208, 0.108, -4.960], [-3.961, 0.338, -5.019]], "fmax_ev_per_a": 1.05, "e_lumo_ha": [-0.051, -0.084], "multiplicity": 5, "orbital_gap_ha": [0.1382, 0.2095], "e_homo_ev": [-5.16, -7.98]}



{"formula": "C24H35N2O6RuS2Si", "method": "ωB97M-V/def2-TZVPD", "species": ["Ru", "O", "C", "O", "C", "C", "C", "C", "C", "O", "C", "C", "O", "O", "H", "H", "H", "H", "H", "H", "H", "H", "S", "C", "C", "C", "C", "C", "C", "S", "H", "H", "H", "H", "C", "Si", "C", "C", "C", "H", "H", "H", "H", "H", "H", "H", "H", "H", "H", "H", "C", "N", "C", "C", "C", "N", "C", "C", "O", "H", "H", "H", "H", "H", "H", "H", "H", "H", "H", "H", "H"], "positions_angstrom": [[-0.005, 0.852, 0.200], [0.771, 0.177, 4.460], [0.600, 0.859, 3.448], [-0.149, 0.549, 2.464], [1.279, 2.236, 3.383], [0.398, 3.286, 2.690], [0.866, 4.698, 3.058], [2.177, 4.798, 2.243], [2.196, 3.434, 1.541], [0.806, 3.186, 1.318], [2.579, 2.314, 2.521], [2.980, 1.064, 1.716], [4.107, 0.592, 1.899], [2.153, 0.662, 0.836], [1.500, 2.520, 4.414], [-0.673, 3.101, 2.753], [1.017, 4.809, 4.133], [0.138, 5.440, 2.729], [3.062, 4.952, 2.862], [2.123, 5.603, 1.508], [2.719, 3.399, 0.586], [3.437, 2.590, 3.136], [-1.213, 2.951, -0.739], [-1.617, 2.583, -2.397], [-2.585, 3.344, -3.063], [-2.892, 3.138, -4.397], [-2.222, 2.146, -5.108], [-1.261, 1.383, -4.465], [-0.938, 1.575, -3.118], [0.260, 0.550, -2.358], [-3.098, 4.116, -2.501], [-3.650, 3.746, -4.879], [-2.450, 1.963, -6.152], [-0.737, 0.602, -5.005], [-3.217, -0.113, 3.101], [-2.600, -1.231, 1.707], [-1.401, -2.500, 2.424], [-4.131, -2.278, 1.231], [-2.028, -0.240, 0.268], [-3.598, -0.700, 3.941], [-4.021, 0.542, 2.751], [-2.394, 0.501, 3.452], [-1.803, -2.845, 3.383], [-0.429, -2.054, 2.605], [-1.283, -3.380, 1.779], [-4.530, -2.816, 2.095], [-3.871, -3.015, 0.466], [-4.924, -1.646, 0.822], [-2.715, 0.599, 0.115], [-1.959, -0.768, -0.688], [-0.898, -3.612, -1.068], [0.503, -3.605, -1.432], [0.892, -4.605, -2.395], [2.398, -4.656, -2.539], [2.892, -3.243, -2.778], [2.496, -2.386, -1.685], [3.294, -1.190, -1.489], [1.244, -2.466, -1.136], [0.749, -1.618, -0.415], [-1.134, -4.486, -0.450], [-1.527, -3.640, -1.965], [-1.129, -2.708, -0.508], [0.435, -4.389, -3.375], [0.493, -5.571, -2.068], [2.677, -5.313, -3.366], [2.848, -5.042, -1.621], [2.501, -2.863, -3.736], [3.982, -3.211, -2.842], [4.340, -1.488, -1.367], [2.970, -0.670, -0.589], [3.198, -0.515, -2.345]], "fmax_ev_per_a": 0.66, "e_lumo_ha": [0.161, 0.161], "multiplicity": 6, "total_charge": -2, "orbital_gap_ha": [0.1827, 0.2151], "e_homo_ev": [-0.58, -1.47]}